The following is a DFT calculation (ωB97M-V/def2-TZVPD) of a cluster of 12 separate species, C5H34N10O12 in total.

Each line ends with the Löwdin charge.
Cartesian coordinates (Å):
N (3.29, -0.31, 1.95)  0.17
N (-3.88, -1.67, 2.15)  0.18
H (1.18, -0.01, -2.06)  -0.05
N (-3.56, -2.35, -1.74)  0.16
H (-0.28, 4.36, -0.20)  0.03
H (-1.09, 3.10, -0.02)  -0.03
N (4.33, 2.33, -0.03)  0.13
O (0.88, 0.38, -2.88)  -0.07
N (1.65, -2.94, -1.97)  0.14
H (2.97, -0.23, 1.00)  0.08
O (-3.87, 2.20, 0.90)  -0.09
O (4.41, 1.82, -2.25)  0.07
H (0.83, -0.36, -3.49)  0.03
H (2.03, 1.76, -1.77)  0.09
N (-1.78, -1.78, 2.05)  0.20
H (-4.26, 1.38, -1.95)  0.07
H (1.24, -2.51, -2.79)  0.10
N (3.03, -1.19, 3.98)  0.17
N (2.32, -2.98, -0.02)  0.14
H (-4.72, -1.11, 2.12)  0.14
H (-1.01, 3.11, -2.34)  0.01
O (-0.55, 1.20, 0.24)  -0.04
H (-4.29, -2.86, -2.21)  0.12
H (-3.79, -2.67, 2.11)  0.12
H (-2.79, 1.14, -2.19)  0.04
H (2.77, -3.79, -0.43)  0.00
O (-2.82, 0.21, 2.34)  0.01
H (3.98, -0.92, 4.18)  0.10
H (3.83, 3.00, 0.53)  0.11
H (-0.58, -2.24, -1.55)  0.07
H (-3.55, 1.79, 0.09)  -0.05
H (-1.69, -1.48, -0.50)  0.09
C (-2.38, -2.47, -2.22)  -0.79
C (-2.81, -1.02, 2.16)  -0.80
O (-1.15, 4.05, 0.08)  -0.05
H (2.39, -1.65, 4.62)  0.12
H (1.03, 2.52, 2.28)  0.00
H (-0.46, 2.26, 2.36)  0.01
H (2.19, -3.79, -1.99)  0.02
H (-0.91, 0.93, -0.61)  0.02
O (-2.04, -2.88, -3.34)  0.00
H (-1.84, 4.21, -2.96)  0.04
H (5.33, 2.20, 0.08)  0.11
C (2.54, -0.97, 2.81)  -0.93
N (-1.55, -2.11, -1.28)  0.18
O (1.26, -1.09, -0.74)  -0.05
N (2.64, 2.12, -1.05)  0.17
H (-3.70, -1.76, -0.93)  0.10
H (4.20, -0.03, 2.30)  0.08
H (0.16, 0.58, 0.40)  0.02
H (2.69, -2.51, 0.79)  0.06
H (2.23, 2.26, -0.14)  0.10
O (-1.76, 3.26, -2.91)  -0.05
O (0.28, 2.60, 2.87)  -0.05
O (1.49, -1.30, 2.52)  0.08
C (3.87, 2.03, -1.21)  -0.87
C (1.78, -2.21, -0.91)  -0.86
H (-0.79, -1.62, 1.89)  0.10
H (-1.99, -2.72, 1.76)  0.10
O (-3.46, 1.08, -1.52)  -0.04
H (-3.49, 1.65, 1.59)  -0.03

Calculated values
Lowest unoccupied orbital energy (alpha / beta): 2.432 / 2.309 eV
Spin multiplicity: 2
HOMO-LUMO gap (alpha / beta): 2.381 / 9.690 eV
Charge: -1
⟨S²⟩: 0.750
Strongest force on any atom: 0.1929 hartree/bohr

The following is a DFT calculation (ωB97M-V/def2-TZVPD) of a structure of composition C35H52AsGdP3S.

Each line ends with the Löwdin charge.
Cartesian coordinates (Å):
C (0.77, 3.17, 1.99)  -0.16
H (-3.31, -0.38, 2.11)  0.00
H (4.75, -1.85, 0.74)  0.12
H (1.36, -2.73, -8.96)  0.13
C (-1.51, -1.81, 5.69)  0.03
H (1.83, 3.75, -1.00)  0.05
C (4.89, -0.87, 2.68)  -0.04
C (0.42, -1.22, -7.74)  -0.05
P (1.69, 1.52, -1.93)  0.69
C (-2.34, -3.71, 0.91)  -0.26
H (-1.65, -4.24, 0.26)  0.01
H (-4.70, -2.60, -0.30)  0.06
C (-1.49, 0.08, 4.18)  -0.11
H (0.83, 3.76, 5.83)  0.13
H (5.94, -1.15, 2.84)  0.13
H (-2.87, -0.12, 5.81)  0.14
H (-0.56, -4.08, -3.00)  0.05
H (-3.33, -4.18, 0.86)  0.07
P (-2.29, 1.77, -0.54)  0.61
H (-2.84, 1.66, 1.81)  0.03
H (2.37, 0.82, 4.22)  0.09
H (-4.08, 2.89, -1.54)  0.06
C (-1.68, 3.48, -0.38)  -0.24
C (4.22, -1.26, 1.51)  -0.06
H (3.04, -0.33, -2.87)  0.04
H (3.85, 1.28, -3.02)  0.07
H (1.17, 5.27, 1.80)  0.12
H (2.37, -1.18, 0.38)  0.08
H (0.03, -0.68, -8.59)  0.12
As (0.36, 0.36, 1.93)  1.36
S (-0.03, -1.08, -3.79)  0.68
C (0.54, 2.32, 4.26)  -0.11
C (-0.26, -4.58, -2.07)  -0.05
H (-2.59, 4.10, -0.43)  0.07
H (-3.91, 2.72, 0.86)  0.07
C (0.09, -1.76, 3.87)  -0.05
C (-3.40, 1.76, 0.88)  -0.26
H (0.72, 3.00, 0.91)  0.04
H (-4.19, 1.15, -1.94)  0.05
H (1.76, -3.14, -4.66)  0.11
H (-1.83, 1.08, 3.90)  0.12
H (2.24, -3.94, -6.97)  0.12
C (-0.45, -2.40, 4.99)  0.01
H (-0.90, 0.35, -3.58)  -0.08
C (2.49, 2.87, -1.00)  -0.28
H (-1.19, 3.63, 0.59)  0.03
C (4.21, -0.14, 3.67)  -0.03
H (0.35, 1.51, 4.97)  0.11
C (1.04, 4.66, 3.88)  -0.03
C (1.65, -3.04, -6.81)  -0.05
C (1.01, 4.45, 2.50)  -0.04
C (2.89, -0.90, 1.30)  -0.14
H (4.71, 0.16, 4.60)  0.13
H (0.53, -3.80, -0.22)  0.05
C (-3.52, 2.01, -1.86)  -0.25
H (-1.92, -2.30, 6.57)  0.14
C (-2.04, -0.58, 5.27)  -0.01
H (2.25, 2.90, -3.90)  0.08
C (2.21, -0.16, 2.29)  -0.41
H (-4.15, 0.96, 0.78)  0.05
C (0.52, -1.50, -5.34)  -0.62
P (-2.44, -1.94, 0.41)  0.75
H (-3.05, 2.19, -2.83)  0.05
C (0.08, -0.79, -6.46)  -0.09
H (2.71, 2.56, 0.03)  0.04
C (-3.25, -1.47, 2.00)  -0.28
H (1.24, -3.15, -1.84)  0.03
C (0.81, 3.60, 4.75)  -0.03
C (-3.93, -1.91, -0.68)  -0.28
H (-1.98, -3.76, 1.95)  0.05
H (3.82, 0.44, -1.45)  0.05
C (2.87, 0.22, 3.46)  -0.08
H (3.43, 3.15, -1.50)  0.08
H (0.95, -2.19, 3.35)  0.12
C (-0.44, -0.53, 3.47)  -0.37
H (-2.63, -1.84, 2.83)  0.01
H (-3.63, -2.21, -1.71)  0.05
H (-0.99, 3.74, -1.20)  0.05
H (1.21, 5.66, 4.26)  0.13
H (-0.71, -5.55, -1.88)  0.07
C (1.18, -2.37, -7.94)  -0.03
H (-4.33, -0.89, -0.74)  0.02
H (0.81, 3.52, -3.04)  0.05
H (-0.02, -3.35, 5.33)  0.14
C (1.31, 2.60, -3.40)  -0.25
H (-0.56, 0.08, -6.29)  0.11
H (0.64, 2.10, -4.11)  0.02
C (1.36, -2.61, -5.52)  -0.09
C (0.54, 2.11, 2.87)  -0.36
C (3.25, 0.63, -2.37)  -0.25
C (0.58, -3.87, -1.32)  -0.11
Gd (-0.63, 0.02, -1.69)  0.63
H (-4.25, -1.90, 2.09)  0.08

Calculated values
Lowest unoccupied orbital energy (alpha / beta): -9.205 / -12.124 eV
Spin multiplicity: 8
HOMO-LUMO gap (alpha / beta): 6.485 / 3.346 eV
Charge: +3
⟨S²⟩: 16.810
Strongest force on any atom: 0.0655 hartree/bohr

The following is a DFT calculation (ωB97M-V/def2-TZVPD) of a structure of composition C9H8CsF9N5O3STe.

Each line ends with the Löwdin charge.
Cartesian coordinates (Å):
F (-1.46, 3.95, -1.97)  0.15
F (0.89, 5.26, 0.31)  0.14
H (0.02, 0.24, 1.67)  0.07
C (0.91, 4.02, -0.22)  -0.54
C (-0.64, 3.12, 1.57)  -0.53
C (-3.37, -5.52, -0.74)  -0.29
H (1.99, 0.66, 2.94)  0.13
C (2.88, 0.10, 1.23)  -0.39
C (-4.04, -6.23, -1.78)  -0.24
H (4.77, 0.68, 0.90)  0.09
F (-1.78, 5.18, -0.23)  0.14
C (-3.37, -6.16, -2.97)  -0.48
F (1.98, 3.40, 0.30)  0.14
O (2.85, -0.48, -2.10)  -0.10
F (-0.90, 4.30, 2.16)  0.15
H (4.24, 0.83, 2.56)  0.11
S (-1.92, -5.27, -2.80)  0.85
H (-3.74, -5.45, 0.27)  0.08
N (2.51, -0.31, 0.03)  0.09
H (-4.97, -6.75, -1.65)  0.08
F (-2.74, 3.25, -0.39)  0.16
O (4.55, 0.08, -0.91)  0.02
N (3.36, -0.23, -1.03)  -0.44
N (4.04, 0.67, 1.59)  0.19
C (-2.20, -4.92, -1.13)  -1.14
Te (-0.83, -3.78, -0.02)  0.33
Cs (-0.02, -0.41, -1.73)  0.95
H (0.35, -1.15, 2.56)  0.09
N (0.68, -0.52, 1.85)  0.05
C (-1.60, 3.91, -0.64)  -0.54
F (0.42, 2.59, 2.22)  0.12
O (-0.24, 1.96, -0.48)  -0.37
F (1.15, 4.16, -1.53)  0.16
F (-1.68, 2.31, 1.85)  0.15
H (-3.65, -6.61, -3.91)  0.04
N (1.94, -0.03, 2.20)  -0.02
C (-0.38, 3.17, 0.02)  -0.40

Calculated values
Lowest unoccupied orbital energy: 1.960 eV
HOMO-LUMO gap: 5.290 eV
Charge: -1
Strongest force on any atom: 0.0139 hartree/bohr

The following is a DFT calculation (ωB97M-V/def2-TZVPD) of a structure of composition C23H30BrCrO3S5.

Each line ends with the Löwdin charge.
Cartesian coordinates (Å):
C (1.16, 2.74, -1.74)  -0.40
S (-0.93, -0.93, 0.27)  1.04
H (-2.07, 0.64, 3.63)  0.12
C (-1.81, -3.79, -2.29)  -0.01
C (-4.14, -3.67, -3.26)  -0.02
O (0.73, 1.02, 1.10)  -0.41
H (4.61, 1.76, 1.38)  0.10
C (-1.79, 0.67, 0.00)  -0.37
O (1.88, -1.42, -1.47)  -0.70
H (-0.62, -0.90, -4.56)  0.12
C (2.52, -3.18, -3.26)  -0.19
H (-3.48, 2.47, 4.44)  0.11
C (-2.09, 3.99, 3.87)  -0.69
H (0.90, 3.49, 2.41)  0.11
S (2.47, -1.38, 1.42)  1.00
H (3.86, -0.11, 2.94)  0.10
H (1.83, -1.38, 3.73)  0.11
H (2.82, 3.65, -0.71)  0.11
C (-0.06, 3.25, 2.85)  -0.02
H (2.90, 1.86, 1.81)  0.07
H (-4.42, -3.87, -4.29)  0.10
H (-1.84, 2.26, -1.46)  0.11
Cr (1.24, -0.14, -0.17)  0.13
H (2.20, -3.96, -2.57)  0.07
C (1.28, -1.52, 2.80)  -0.32
H (1.68, 2.83, -2.69)  0.09
H (-0.54, 5.32, 3.20)  0.11
H (0.19, -3.84, -1.52)  0.12
C (0.49, 0.85, 2.50)  -0.30
H (-4.82, -2.90, -2.88)  0.10
C (2.15, 2.80, -0.57)  -0.43
H (-2.96, -1.69, -4.68)  0.13
H (-1.44, 1.32, 0.79)  0.07
H (2.35, -3.47, -4.29)  0.09
H (-0.40, -0.66, 3.75)  0.16
H (0.44, 3.55, -1.67)  0.11
C (-0.08, -2.33, -3.04)  -0.44
H (3.57, -2.92, -3.10)  0.08
C (-1.49, 1.23, -1.39)  -0.40
H (1.63, 2.88, 0.37)  0.05
C (-0.46, 1.92, 2.97)  -0.18
H (0.96, -2.56, 2.76)  0.11
C (-2.72, -3.20, -3.17)  -0.23
H (-2.14, -4.61, -1.66)  0.13
H (-2.86, 0.49, 0.11)  0.11
C (-2.27, -2.15, -3.98)  -0.02
S (1.56, -1.71, -2.98)  1.04
S (3.16, 1.27, -0.47)  0.98
C (-0.87, 4.29, 3.29)  -0.10
C (0.08, -0.58, 2.77)  -0.33
H (4.67, -0.62, 1.47)  0.09
O (-0.99, -1.05, 1.90)  -0.39
S (0.26, 1.14, -1.92)  0.94
C (3.77, -0.15, 1.85)  -0.41
H (1.44, 0.99, 3.05)  0.15
C (-0.50, -3.37, -2.21)  -0.08
C (-0.96, -1.70, -3.92)  -0.08
C (-2.52, 2.68, 3.99)  -0.09
C (3.64, 1.27, 1.29)  -0.42
C (-1.70, 1.65, 3.54)  -0.02
Br (-3.17, 5.39, 4.51)  0.82
H (-2.00, 0.65, -2.16)  0.08
H (-4.30, -4.58, -2.68)  0.09

Calculated values
Lowest unoccupied orbital energy (alpha / beta): -6.845 / -6.250 eV
Spin multiplicity: 2
HOMO-LUMO gap (alpha / beta): 6.603 / 7.198 eV
Charge: +2
⟨S²⟩: 0.762
Strongest force on any atom: 0.0100 hartree/bohr

no.,E_tot (hartree)
1,-1661.395935
2,-5787.413958
3,-2432.433916
4,-6729.036889